[1]
DFT (ωB97M-V/def2-TZVPD) results for 5 unconnected molecules or ions with the total composition C32H76N4O14S at a distorted geometry.

CARTESIAN COORDINATES (ANGSTROEM)
S  -0.364306  4.151435  -4.590109
O  2.511974  -1.046492  10.272443
O  2.972149  3.840078  -4.436607
O  3.645724  -0.878922  6.249766
O  3.569367  1.724581  -3.340046
O  1.255989  -0.710520  -4.411196
O  -0.001610  -1.310695  3.620723
O  -2.968436  3.932768  -9.109851
O  0.224259  3.806478  -3.167203
O  -0.298942  -3.176874  0.016616
O  4.393779  -1.368422  14.365915
O  -3.867559  1.000503  -12.425684
O  -1.752448  4.832278  -4.261380
O  -2.180747  -2.854945  -4.076856
O  0.523384  5.300317  -5.454372
N  -4.996234  1.588241  -9.694476
N  1.606356  -0.970580  13.293148
N  -3.086365  -2.779032  -1.056152
N  0.681202  -0.451580  6.578129
C  1.048181  3.438787  -7.250275
C  2.656680  0.713149  -2.713861
C  3.931779  0.493296  6.013964
C  2.908551  -1.100737  7.461283
C  -3.883650  -3.024622  -2.264060
C  -2.442790  3.466709  -10.338893
C  3.194884  -1.869880  14.975494
C  -2.558764  -4.003295  -0.441959
C  2.133958  -2.194842  13.907340
C  -5.248947  0.871255  -12.057635
C  -0.819239  2.600181  -5.576421
C  -0.509698  2.967566  -7.144047
C  2.990683  4.445979  -5.772530
C  -3.068397  -0.089266  -11.985053
C  -5.626419  1.906296  -10.981381
C  3.780156  -1.085224  10.900356
C  2.894356  2.371703  -4.481067
C  -0.078544  -1.796082  0.272062
C  1.468772  -1.550352  7.149833
C  -0.551616  -1.862701  4.813163
C  -0.598563  -0.883634  6.003193
C  -3.173114  -3.675413  -3.467621
C  -1.497838  -3.678332  0.626194
C  -0.912566  -2.893677  -3.448944
C  4.614177  0.012371  14.621361
C  1.412225  -1.335377  3.553479
C  2.523257  -0.628953  -3.647983
C  -4.390030  4.008073  -9.059549
C  -5.084512  2.676036  -8.712678
C  0.809071  -1.216169  12.085239
C  1.482195  4.754280  -6.403136
C  1.519607  -1.866960  10.881679
H  1.531883  -2.396220  6.456876
H  -1.279303  3.746025  -7.557310
H  3.556422  5.470500  -5.713644
H  -1.218484  -1.310480  6.799295
H  2.607410  -2.841504  13.160791
H  -0.782805  -1.179926  -0.291873
H  -1.222483  -4.613038  1.128766
H  -4.260972  -2.045465  -2.587028
H  -2.085311  -4.649957  -1.188509
H  0.431749  -0.237012  11.762271
H  -4.620919  4.709947  -8.249537
H  -3.935134  -3.840265  -4.238469
H  -6.713253  1.918377  -10.859542
H  1.681105  5.619387  -7.203710
H  1.726778  2.486039  -7.018892
H  3.846730  -0.302077  11.662703
H  3.187399  0.400948  -1.692382
H  -1.444884  3.886111  -10.476745
H  3.587241  3.788930  -6.570615
H  -4.015499  1.377367  -9.847590
H  -3.512840  -1.048714  -12.267972
H  -0.158057  -1.571311  1.340364
H  1.824920  -0.409591  3.967637
H  1.251350  3.668327  -8.405148
H  1.221559  -0.000345  5.847271
H  -3.378805  -4.558059  0.022765
H  -1.892447  -2.999731  1.394645
H  -5.505079  -0.149899  -11.743988
H  1.714295  -1.374580  2.505656
H  4.002831  -2.062664  11.343600
H  -0.064616  -2.807903  5.065271
H  1.234497  0.070669  -5.060352
H  3.028239  1.033251  5.721191
H  -0.144492  -2.676087  -4.192875
H  1.313917  -2.749606  14.372065
H  4.645429  0.551593  5.188861
H  -4.631980  2.292886  -7.788644
H  0.932161  -1.549097  -0.061049
H  1.921753  -2.855845  11.115181
H  -4.788041  4.465518  -9.968652
H  4.534664  0.237141  15.689664
H  -0.591680  1.937332  -7.742037
H  -2.770968  -4.664298  -3.234119
H  -3.056407  3.758486  -11.198995
H  2.380251  -0.362979  13.044830
H  -1.107362  0.029092  5.666319
H  1.738777  2.093346  -4.424791
H  3.470238  -2.804585  15.478066
H  -6.139881  2.865495  -8.487778
H  3.278561  1.895414  -5.494575
H  1.609967  1.185380  -2.425661
H  0.992615  -1.896099  8.071752
H  -4.760644  -3.623167  -1.994052
H  -0.845991  -2.110529  -2.686598
H  1.844778  -2.202904  4.065077
H  -2.922399  -0.050767  -10.902992
H  -1.993758  2.413587  -5.490819
H  2.924204  -0.227085  8.127031
H  -2.090000  -0.004557  -12.463650
H  3.909916  0.628526  14.057426
H  5.624882  0.259356  14.288251
H  3.422016  -0.593305  -4.419043
H  -2.327687  2.378195  -10.310388
H  4.548230  -0.867634  10.156425
H  2.664696  -1.604027  -3.008997
H  -5.310036  2.889337  -11.346342
H  2.800274  -1.191278  15.743944
H  -2.312471  -2.171432  -1.304469
H  -5.831940  1.089642  -12.960129
H  0.757588  -2.031812  10.110831
H  -1.589061  -2.120119  4.569237
H  -0.689890  -3.871117  -3.005700
H  -0.271167  1.651733  -5.166325
H  3.415069  -1.918752  7.986983
H  -0.067922  -1.814714  12.355248
H  4.378889  0.963821  6.895335

Atoms 1-2, force components in eV/Å:
-4.85 1.89 8.14
-0.19 -0.42 0.43

Results
**Multiplicity**: 1
**HOMO-LUMO gap**: 8.463 eV
**SMILES string**: O=S1(=O)CCC[C@H](COCOCCO)O1.COCCNCCOC.COCCNCCOC.COCCNCCOC.COCCNCCOC
**DFT total energy**: -79863.7677 eV

Results of the Mulliken charge analysis, in e, for atoms 1 through 8: 1.0386 -0.3133 -0.3881 -0.3829 -0.4423 -0.4377 -0.4478 -0.3307

---

[2]
DFT (ωB97M-V/def2-TZVPD) results for 12 unconnected molecules or ions with the total composition C58H152N12O17 at a distorted geometry.

CARTESIAN COORDINATES (ANGSTROEM)
O  1.023756  -5.761578  2.335387
O  0.638948  -3.813140  -4.567221
O  4.647013  -1.252642  -3.129246
O  -1.588722  0.233578  5.896492
O  -6.146010  -0.032355  -3.880689
O  1.590087  4.482257  3.335674
O  -2.559210  2.408341  -5.041934
O  4.151124  0.994480  2.324435
O  -3.734942  3.785327  1.334986
O  1.265292  -1.433369  1.108730
O  3.203085  -1.263362  -7.660089
O  0.370378  8.887646  -2.849549
O  3.934800  4.456835  -0.738936
O  4.740789  -3.051510  3.659297
O  -4.300316  -4.698398  -2.614298
O  -2.134982  -3.446772  4.399108
O  -4.671109  3.695800  5.015141
N  2.392515  1.841630  4.384381
N  -4.839856  -4.483735  1.958045
N  4.651664  -3.173303  6.774400
N  -5.565436  -1.759510  -0.559352
N  -2.219746  2.414565  3.709456
N  -0.662175  3.383526  1.492435
N  0.513056  -7.366513  -0.963266
N  2.393630  6.920843  -2.082368
N  -0.769077  1.059834  -0.787478
N  -0.652969  3.270293  -3.038635
N  3.856624  0.365450  -5.443649
N  -1.123672  -5.297539  -2.295530
C  -6.961025  1.000587  -3.338333
C  1.074859  2.436721  4.614814
C  1.590115  -6.706648  3.247685
C  2.153151  -1.917383  -8.400034
C  -4.560406  4.929887  4.374225
C  1.698055  8.966719  -3.207645
C  2.304297  0.563383  3.711481
C  4.424687  0.178700  -3.133742
C  3.651761  -0.012308  3.162412
C  2.583529  4.805610  -0.797365
C  -1.497075  4.464228  1.032667
C  2.199460  7.508179  -3.369286
C  0.359463  -6.245397  1.172852
C  1.258515  -6.992416  0.234623
C  -3.500731  -3.966094  2.317525
C  -1.153864  -3.987249  -2.925667
C  -1.210709  -4.466833  4.316541
C  3.951778  -4.065018  5.810342
C  -5.444083  -0.679340  -1.488158
C  1.947135  -3.461384  -5.120350
C  -3.171861  -2.808732  1.365907
C  2.478220  -6.169347  -0.278846
C  -2.770887  4.035487  0.256971
C  -0.628281  5.312142  0.074595
C  0.111299  -0.708163  0.655763
C  4.655183  -4.282774  4.439674
C  -2.352350  -5.616354  -1.613192
C  -2.730899  1.054178  3.816793
C  -3.610402  1.530768  -5.442254
C  5.456830  -3.207253  2.493751
C  0.287253  -3.509661  -3.160828
C  -3.533712  -5.878490  -2.571477
C  -5.829764  -1.043081  -2.916953
C  -0.277535  2.698456  -4.349375
C  -4.964848  3.290964  0.761485
C  4.037631  0.799707  -6.806243
C  -3.437610  -3.743340  3.912335
C  5.215174  0.552299  1.548355
C  2.130794  5.813358  3.375361
C  1.210243  2.203424  -4.162100
C  1.220916  3.975236  4.610435
C  2.528054  -3.466239  5.592765
C  -5.207384  -4.518540  -3.688129
C  0.413081  0.220751  -0.512025
C  -1.856914  0.020323  4.512837
C  -0.266085  10.158072  -2.576203
C  2.239993  5.457185  -2.130777
C  3.010453  0.175387  -7.678096
C  -1.044671  -0.851296  6.595530
C  1.524633  1.221697  -0.362187
C  1.021349  -2.535068  1.948339
C  -2.147423  3.072373  5.028572
C  -1.373042  1.696472  -4.842711
C  4.390683  3.921494  0.500155
C  4.015474  -1.875721  -1.968987
C  -3.476580  3.262774  5.738169
C  4.865664  0.714145  -4.540303
C  -4.097430  -0.002153  -1.420016
H  1.174995  5.255482  -2.245632
H  -4.048900  -2.895926  4.222662
H  -7.872061  0.567513  -2.925352
H  -5.544494  5.329226  4.128876
H  5.560901  -3.549091  7.002824
H  -0.108936  -1.088094  6.089143
H  1.211737  -1.746637  -7.877837
H  -0.966788  -6.013461  -2.990475
H  0.073443  3.894376  1.959338
H  -0.223058  10.852263  -3.415462
H  1.357149  1.415047  -3.423874
H  -7.292396  1.658298  -4.141896
H  -0.264860  -4.234867  4.806098
H  2.503071  -7.199757  2.913834
H  4.388300  -1.377359  -1.074152
H  -2.615788  -4.985070  -0.764563
H  3.286327  0.608063  -8.639756
H  1.415137  1.882372  0.497821
H  -3.779922  2.336590  6.226301
H  4.389240  -0.104711  3.959703
H  1.609156  7.242487  -1.533520
H  2.840898  2.405431  3.676450
H  -0.579374  2.514838  -2.372329
H  -6.188410  -0.066360  -0.979900
H  -2.422138  -0.904756  4.399490
H  -1.595345  3.626833  -2.968705
H  3.801796  -0.642379  -5.406641
H  2.120396  -3.927105  -6.090495
H  -2.183177  -6.568184  -1.109716
H  1.486831  1.816846  -1.274584
H  2.441363  5.459397  0.063125
H  -6.718161  -1.674049  -2.889839
H  -2.779639  0.631709  2.813172
H  -1.452443  0.939266  -4.062682
H  1.992091  0.385367  -7.351047
H  4.936557  1.800378  -4.596640
H  1.876019  3.042621  -3.960578
H  1.521682  1.807058  -5.128534
H  1.386102  6.987774  -3.874983
H  4.521401  4.685590  1.266412
H  2.839045  5.051481  -2.946037
H  3.144512  7.571375  -3.908707
H  -3.245096  -6.313365  -3.528391
H  2.523076  -2.575764  4.964174
H  4.149242  -2.957471  -1.973196
H  -3.968549  -4.559234  4.402775
H  -2.936808  -3.125995  0.349936
H  2.943214  -1.684502  -2.011400
H  4.924138  -3.866206  1.808095
H  1.424244  6.618588  3.576569
H  -3.325671  3.855586  6.640334
H  2.007019  4.133927  5.348649
H  2.208671  -5.249756  -0.798269
H  0.325478  4.518857  4.911729
H  5.674652  -4.521671  4.742506
H  -1.644288  -1.761363  6.577284
H  2.226992  9.438735  -2.379684
H  -4.090866  5.615738  5.079393
H  1.642241  -7.881386  0.735213
H  5.491610  -2.237869  1.996577
H  -1.674990  -3.350697  -2.210579
H  -4.821887  -4.869307  1.024704
H  4.189932  -5.126253  3.929584
H  0.985554  -4.093602  -2.561248
H  -6.498175  -2.146718  -0.546287
H  3.157520  -5.776808  0.477831
H  -3.961517  4.858786  3.466277
H  -5.271663  3.941088  -0.057843
H  -3.111549  4.773348  -0.469391
H  -2.994199  2.818343  3.202224
H  -4.763049  2.330724  0.286795
H  2.017878  -2.377386  -5.209996
H  -4.532424  -4.206462  -4.485089
H  2.496895  0.733837  -0.292946
H  3.721685  3.153665  0.888718
H  0.220933  5.701197  0.636366
H  3.545326  -1.017079  2.753516
H  4.828401  -2.419690  6.125606
H  3.876130  -5.000289  6.364990
H  0.284681  10.728153  -1.828035
H  -0.995161  1.277388  -5.775274
H  -3.338845  -0.688429  -1.796414
H  -4.168542  -6.624703  -2.093717
H  -5.084796  -5.297763  2.503447
H  4.993582  0.687448  -2.355519
H  -3.997473  -2.098278  1.324404
H  -0.084541  -6.607201  -1.257255
H  1.143581  -7.398431  -1.751640
H  -1.030973  1.565851  0.046466
H  -1.324904  9.966212  -2.402433
H  3.389857  0.398398  -2.871146
H  -5.129027  -2.574183  -0.966732
H  -3.248641  1.051680  -6.352040
H  -0.059817  -5.394167  0.636460
H  2.895648  5.979320  4.134025
H  -1.180413  2.955681  2.246410
H  -1.530405  -5.418844  4.740310
H  -5.974329  -3.839101  -3.316315
H  -0.918086  -0.172800  3.993790
H  2.317000  -2.993550  -8.455701
H  1.970559  -4.234206  5.056552
H  -0.239851  -0.093106  1.484318
H  -1.799786  4.099138  4.914569
H  -6.461271  1.588291  -2.568290
H  -2.780837  -4.710324  1.976969
H  -1.572342  0.460632  -0.913225
H  1.929531  3.940685  -0.686500
H  6.143940  0.264312  2.040850
H  1.915202  -0.199124  4.386230
H  3.096718  -6.737517  -0.973642
H  -3.718324  1.092516  4.276808
H  -0.501509  -6.877824  1.389344
H  -1.680313  -3.963926  -3.879822
H  1.962576  -2.883801  2.373275
H  -4.558865  2.024904  -5.652842
H  -3.925996  0.283677  -0.382225
H  -2.545435  3.176685  -0.375270
H  -2.297065  -2.232991  1.668139
H  5.013478  0.446424  -7.139445
H  0.473043  -2.278606  2.854813
H  -5.624512  -5.467534  -4.025058
H  2.105880  -1.519486  -9.413717
H  0.360644  2.289118  3.804749
H  -1.107007  6.188898  -0.361535
H  -3.862400  0.828121  -4.647981
H  1.656654  9.585692  -4.103892
H  0.693129  -0.315249  -1.418872
H  0.392569  -2.425433  -3.122658
H  2.736385  -3.810686  -4.454636
H  -4.204008  0.884992  -2.044303
H  -0.914885  -0.504796  7.620806
H  0.612341  2.097540  5.541709
H  -1.786106  5.044524  1.908917
H  -0.137620  4.649790  -0.638588
H  4.106439  1.886993  -6.840586
H  -5.716002  3.185250  1.544234
H  5.841569  0.276171  -4.749793
H  1.913946  -6.204443  4.159294
H  -1.429646  2.588738  5.691138
H  5.546120  1.323501  0.852777
H  -0.638114  -1.407988  0.285992
H  -0.957418  -4.668853  3.275810
H  -0.245986  3.480815  -5.107675
H  4.820156  -0.265720  0.945952
H  6.448142  -3.601307  2.717627
H  0.509722  -3.361612  1.455220
H  1.901380  -3.237734  6.454830
H  0.875403  -7.386192  3.711891
H  5.375086  3.470067  0.376587
H  1.528433  0.581176  2.946096
H  -5.057936  -1.679716  -3.349487
H  2.584733  5.972322  2.397210

Atoms 1-2, force components in eV/Å:
0.21 -0.26 0.42
-0.10 -0.58 -0.52

Results
**Multiplicity**: 1
**Relative energy (zero: lowest compared OMol25 entry of this formula, charge and spin)**: 66.1 kcal per mole
**HOMO-LUMO gap**: 8.657 eV
**SMILES string**: COC[C@H](C)N.COC[C@H](C)N.COC[C@H](C)N.COC[C@H](C)N.COC[C@H](C)N.COC[C@H](C)N.COC[C@H](C)N.COCCNCCOC.COCCNCCOC.COCCNCCOC.COCCNCCOC.COCCNCCOC
**DFT total energy**: -115286.0575 eV

Results of the Mulliken charge analysis, in e, for atoms 1 through 8: 0.3488 -0.5319 -0.5363 -0.4003 -0.3993 0.0857 -0.3495 -0.3063

---

[3]
DFT (ωB97M-V/def2-TZVPD) results for 2 unconnected molecules or ions with the total composition C10H16 at a distorted geometry.

CARTESIAN COORDINATES (ANGSTROEM)
C  -1.197148  -0.286641  -1.624642
C  1.411853  -1.829142  0.590107
C  1.734459  0.210275  1.951535
C  -0.771608  0.968028  -1.139454
C  -2.037021  -1.145731  -0.926301
C  -2.406575  0.638446  0.625383
C  -2.641320  -0.658507  0.243887
C  1.975759  -0.431437  0.566695
C  -1.389406  1.391612  0.038793
C  0.396864  1.660206  -1.764596
H  0.058639  2.038945  -2.730734
H  -3.092524  1.115769  1.315955
H  0.317664  -1.820867  0.714630
H  0.730557  0.007089  2.338268
H  1.882767  1.287918  1.939886
H  3.045828  -0.310078  0.364682
H  1.353727  1.199339  -2.022811
H  -0.965243  2.308327  0.436302
H  -3.131659  -1.335169  0.931379
H  1.409446  -2.480116  -0.297979
H  1.568060  0.211275  -0.217618
H  2.376854  -0.312213  2.666966
H  -2.411042  -1.960504  -1.534719
H  0.703402  2.583045  -1.261355
H  1.801387  -2.491934  1.359543
H  -0.723721  -0.557936  -2.563806

Atoms 1-2, force components in eV/Å:
0.83 0.61 -0.26
-1.15 -1.35 -0.82

Results
**Multiplicity**: 1
**Relative energy (zero: lowest compared OMol25 entry of this formula, charge and spin)**: 28.9 kcal per mole
**HOMO-LUMO gap**: 10.005 eV
**SMILES string**: Cc1ccccc1.CCC
**DFT total energy**: -10628.4922 eV

Results of the Mulliken charge analysis, in e, for atoms 1 through 8: -0.0684 -1.1919 -1.3477 0.6329 -0.7552 -0.6856 -0.3152 0.8088